Entry 1:
Molecular formula: C5H9NO
Method: DFT, ωB97M-V/def2-TZVPD

The geometry in XYZ format:
```
16
Properties=species:S:1:pos:R:3:forces:R:3
C 0.742061 1.878912 -0.338151 0.1 0.1 0.0
C -0.076191 0.786554 0.240428 -0.1 0.1 0.2
C -0.893943 0.482868 1.330500 0.1 -0.1 -0.5
O -1.247687 0.953043 2.401849 0.0 0.0 0.0
C -1.307302 -0.852446 0.627216 -0.1 -0.2 0.1
N -0.310621 -0.512636 -0.457265 0.2 0.1 -0.1
C 0.871474 -1.401731 -0.556485 0.0 -0.1 -0.1
H 1.772103 1.577057 -0.580602 -0.1 0.0 0.1
H 0.809334 2.682160 0.401751 0.0 -0.1 -0.1
H 0.305904 2.313046 -1.252876 0.1 -0.1 0.1
H -2.312929 -0.842703 0.203478 0.0 0.0 0.1
H -1.096764 -1.818821 1.093499 0.1 0.2 0.0
H -0.737051 -0.442759 -1.385079 -0.1 0.0 0.1
H 1.456179 -1.220901 0.341151 0.1 -0.1 0.0
H 1.447135 -1.130262 -1.440847 0.0 0.0 0.1
H 0.578294 -2.451376 -0.628569 -0.1 0.1 0.0
```
Forces are in eV/Å.

Results
SMILES string = CC1=C([O-])C[N@@H+]1C
total energy = -325.8236 a.u.
energy relative to the best compared isomer or geometry (same formula, charge and spin) = 299.19 kJ/mol
Kohn-Sham gap = 0.2822 hartree

Atomic partial charges in e from the Löwdin method, atoms 1 to 2: number 1, C, carries -0.06; number 2, C, carries -0.24

Entry 2:
Molecular formula: C6H9N
Method: DFT, ωB97M-V/def2-TZVPD

The geometry in XYZ format:
```
16
Properties=species:S:1:pos:R:3:forces:R:3
C -2.114814 -0.201459 -0.072918 -1.6 0.1 -0.4
C -0.684309 0.109701 -0.247295 0.1 -0.2 0.4
C -0.061499 1.292116 -0.044843 -1.0 -2.1 -0.4
C 1.403845 0.781271 0.032750 0.1 0.9 -0.8
C 1.249145 -0.465007 0.955925 -1.2 1.3 1.1
C 0.524429 -0.950597 -0.316694 -1.8 -0.9 1.1
H -2.843528 0.557482 -0.429922 0.8 0.0 0.1
H -2.396519 -0.329418 0.973099 0.3 -0.2 0.2
H -2.446398 -1.098588 -0.590489 0.3 -0.3 0.0
H -0.683148 2.175350 0.112387 1.0 0.2 0.2
H 2.214403 1.504506 0.105870 0.0 -0.1 0.0
H 2.139096 -0.954717 1.297226 0.6 -0.4 -0.3
H 0.557672 -0.259759 1.807942 0.7 -0.4 -0.5
H 0.490889 -2.078337 -0.421119 -0.8 1.4 -0.4
H 1.208707 0.125982 -2.078613 0.0 -0.6 2.2
N 1.442035 -0.208530 -1.083299 2.7 1.3 -2.6
```
Forces are in eV/Å.

Results
total energy = -288.6612 a.u.
energy relative to the best compared isomer or geometry (same formula, charge and spin) = 317.36 kJ/mol
Kohn-Sham gap = 0.3428 hartree

Atomic partial charges in e from the Löwdin method, atoms 1 to 2: number 1, C, carries -0.08; number 2, C, carries -0.25

Entry 3:
Molecular formula: C20H35N2O2P2Tm
Method: DFT, ωB97M-V/def2-TZVPD

The geometry in XYZ format:
```
62
Properties=species:S:1:pos:R:3:forces:R:3
Tm -0.851366 -0.743437 -0.428782 -1.3 3.1 -2.4
P -1.068509 1.394833 -2.075887 0.0 0.4 -0.5
C -0.518661 0.287586 -3.359911 -0.9 -2.2 0.6
C 0.336840 -0.831045 -3.173136 -1.7 0.8 0.6
N 0.607644 -1.393692 -1.911077 0.5 0.4 0.3
C 1.739121 -2.135888 -1.748835 0.6 -0.4 -1.3
C 2.492466 -2.532666 -2.836672 0.3 -0.2 2.3
C 2.059781 -2.214125 -4.118574 -1.4 0.7 -1.5
C 0.920417 -1.456393 -4.286651 1.2 -0.8 -1.0
C 2.201423 -2.494351 -0.349192 0.1 0.2 -0.4
P 1.105051 -2.515982 1.081076 0.0 0.2 1.2
H 0.513352 -1.208731 -5.272479 0.4 -0.1 0.3
H 3.402869 -3.103960 -2.673601 -0.1 0.1 -0.1
H 2.614001 -2.539763 -4.997023 -0.1 -0.1 0.3
H 2.567622 -3.527807 -0.354224 0.0 0.0 0.1
H 3.046438 -1.866341 -0.041606 -0.2 0.2 -0.1
H -3.950676 -2.335373 -1.099610 1.1 0.2 -0.2
H -1.128734 0.267883 -4.267815 0.6 0.3 -0.1
H -4.070294 -5.039507 2.652633 0.2 -0.1 -0.1
O -2.995099 -2.137455 -1.275536 0.8 -1.9 -0.5
H -2.612566 -2.955326 -1.765243 -1.3 1.9 1.0
H -0.064061 -1.573209 1.125844 2.0 -1.8 1.1
O -4.038452 -4.117864 2.914571 0.3 0.8 -0.1
H -3.234022 -3.700425 2.563606 -0.5 -0.7 0.2
C 0.565107 -4.201609 1.347267 -0.6 0.0 -0.2
H 1.499612 -4.785545 1.388619 -0.4 0.0 0.0
H 0.017397 -4.283731 2.300899 0.2 -0.1 -0.4
H -0.054234 -4.534256 0.503810 0.2 -0.2 0.3
C 2.035141 -2.136164 2.563024 0.2 0.4 0.3
H 1.399465 -2.122186 3.463686 0.1 -0.2 -0.4
H 2.806961 -2.926376 2.669316 -0.4 0.4 -0.1
H 2.509202 -1.153134 2.477209 0.0 -0.1 -0.1
C -0.014978 2.796230 -2.589276 0.2 0.4 0.7
H -0.298172 3.161261 -3.585024 -0.2 -0.2 0.3
H -0.038160 3.610694 -1.861136 0.0 0.1 -0.1
H 1.012541 2.423417 -2.668965 -0.2 0.0 0.2
C -2.810295 1.941430 -2.353992 -0.1 -0.1 -0.2
H -3.095218 2.703626 -1.610891 0.3 -0.2 -0.2
H -2.969427 2.364363 -3.355422 0.1 -0.1 0.2
H -3.506177 1.098532 -2.218319 0.3 0.2 -0.1
C -1.975654 3.070027 3.733409 0.1 0.1 0.7
N -1.486277 2.752197 2.430676 -0.1 -1.2 -0.4
C -1.510782 3.765659 1.429457 0.2 0.5 -0.2
C -0.877415 1.473618 2.159854 0.0 1.5 1.2
C 0.468703 1.624528 1.491157 0.5 -0.1 0.3
C 1.385030 2.533647 2.042089 -0.5 0.1 -0.1
C 2.614039 2.756204 1.429937 0.0 -0.1 0.3
C 2.957784 2.000149 0.316585 -0.2 -0.5 -0.6
C 2.050602 1.050766 -0.204921 1.1 0.6 0.5
C 0.802746 0.854551 0.380365 -0.8 -1.6 -0.1
H -2.767858 3.822202 3.659923 0.0 -0.3 0.1
H -1.189669 3.486972 4.387365 -0.2 0.0 0.0
H -2.363635 2.168809 4.222409 -0.1 0.2 0.0
H -0.554418 4.305607 1.350799 -0.1 0.0 -0.1
H -1.739465 3.356408 0.435812 0.0 0.0 0.1
H -2.277987 4.500315 1.699494 0.1 -0.1 -0.2
H -0.761507 0.972990 3.138044 -0.1 0.0 -0.4
H -1.599349 0.844425 1.565763 0.1 -0.4 -0.4
H 1.097336 3.080811 2.943477 0.1 0.0 -0.3
H 3.297379 3.501724 1.843250 -0.2 -0.3 -0.2
H 3.931581 2.127233 -0.157126 -0.3 0.1 0.1
H 2.365466 0.467646 -1.070498 0.0 0.1 0.0
```
Forces are in eV/Å.

Results
<S²> = 2.004
total energy = -2810.3199 a.u.
total charge = +2
multiplicity = 3
energy relative to the best compared isomer or geometry (same formula, charge and spin) = 362.03 kJ/mol
Kohn-Sham gap (spin up / spin down) = 0.1943 / 0.1966 hartree

Atomic partial charges in e from the Löwdin method, atoms 1 to 2: number 1, Tm, carries 1.23; number 2, P, carries 0.76

Entry 4:
Molecular formula: C2H5NP2
Method: DFT, ωB97M-V/def2-TZVPD

The geometry in XYZ format:
```
10
Properties=species:S:1:pos:R:3:forces:R:3
C -0.929792 -0.237286 -2.770107 -0.8 0.0 0.3
C -0.675407 1.592268 0.686303 -0.5 1.0 -0.4
N -2.052476 -0.214604 -3.037835 -0.2 0.0 -0.5
P 0.142090 -1.942531 -0.725965 0.2 -0.4 0.1
P 0.614712 -0.233195 -1.995096 1.0 0.3 0.0
H 0.353341 1.493695 0.406429 0.4 -0.3 0.1
H -1.276405 0.665102 0.799543 0.3 1.2 0.0
H -1.016565 2.677811 0.639564 -0.1 -2.0 0.2
H 1.466213 -2.439844 -0.703947 0.2 0.3 0.4
H -0.057195 -2.820560 -1.792473 -0.5 -0.2 -0.3
```
Forces are in eV/Å.

Results
total energy = -816.5143 a.u.
energy relative to the best compared isomer or geometry (same formula, charge and spin) = 299.21 kJ/mol
Kohn-Sham gap (spin up / spin down) = 0.2594 / 0.3218 hartree

Atomic partial charges in e from the Löwdin method, atoms 1 to 2: number 1, C, carries -0.73; number 2, C, carries 0.03

> Number 3 is which compound?

C20H35N2O2P2Tm

Copy entry 1 word for word.
Molecular formula: C5H9NO
Method: DFT, ωB97M-V/def2-TZVPD

The geometry in XYZ format:
```
16
Properties=species:S:1:pos:R:3:forces:R:3
C 0.742061 1.878912 -0.338151 0.1 0.1 0.0
C -0.076191 0.786554 0.240428 -0.1 0.1 0.2
C -0.893943 0.482868 1.330500 0.1 -0.1 -0.5
O -1.247687 0.953043 2.401849 0.0 0.0 0.0
C -1.307302 -0.852446 0.627216 -0.1 -0.2 0.1
N -0.310621 -0.512636 -0.457265 0.2 0.1 -0.1
C 0.871474 -1.401731 -0.556485 0.0 -0.1 -0.1
H 1.772103 1.577057 -0.580602 -0.1 0.0 0.1
H 0.809334 2.682160 0.401751 0.0 -0.1 -0.1
H 0.305904 2.313046 -1.252876 0.1 -0.1 0.1
H -2.312929 -0.842703 0.203478 0.0 0.0 0.1
H -1.096764 -1.818821 1.093499 0.1 0.2 0.0
H -0.737051 -0.442759 -1.385079 -0.1 0.0 0.1
H 1.456179 -1.220901 0.341151 0.1 -0.1 0.0
H 1.447135 -1.130262 -1.440847 0.0 0.0 0.1
H 0.578294 -2.451376 -0.628569 -0.1 0.1 0.0
```
Forces are in eV/Å.

Results
SMILES string = CC1=C([O-])C[N@@H+]1C
total energy = -325.8236 a.u.
energy relative to the best compared isomer or geometry (same formula, charge and spin) = 299.19 kJ/mol
Kohn-Sham gap = 0.2822 hartree

Atomic partial charges in e from the Löwdin method, atoms 1 to 2: number 1, C, carries -0.06; number 2, C, carries -0.24

> Among the records above, which one has the highest total energy?

C6H9N